{
  "formula": "C5H13N2",
  "method": "ωB97M-V/def2-TZVPD",
  "gap_ev": 10.791,
  "e_lumo_ha": -0.1533,
  "relative_energy_kj_mol": 278.92,
  "charge": 1,
  "elements": ["C", "C", "N", "H", "H", "H", "H", "H", "C", "C", "C", "N", "H", "H", "H", "H", "H", "H", "H", "H"],
  "coordinates": [[2.18025, -1.21404, 0.88090], [0.75994, -0.04984, 2.21133], [0.81117, -0.84584, 1.18502], [2.38296, -2.15872, 1.37895], [3.05739, -0.61928, 1.17066], [2.27370, -1.37663, -0.19715], [-0.15491, 0.49211, 2.48950], [1.65740, 0.24699, 2.74246], [-0.82439, 2.22981, -0.63946], [-1.64481, 0.96203, -0.85919], [-0.74628, -1.12153, -1.85626], [-0.73229, -0.23397, -0.89985], [-0.15281, 2.23581, 0.25475], [-0.25609, 2.52061, -1.56807], [-1.53973, 3.06362, -0.38710], [-2.36208, 0.77082, -0.05691], [-2.26603, 0.95709, -1.74254], [-0.12344, -1.99414, -1.76233], [-1.36372, -0.98211, -2.74770], [-0.05306, -0.43608, 0.00530]],
  "forces_ev_per_angstrom": [[0.970, -1.753, -0.846], [-0.724, -0.249, -1.551], [0.903, 2.926, 2.256], [-0.088, -0.434, -0.236], [-0.859, 0.754, 0.229], [-0.011, -0.109, 0.138], [0.082, -0.678, -0.069], [0.105, -0.201, 0.203], [-0.359, 1.438, -0.027], [0.861, -0.680, 0.575], [-0.172, 2.084, 1.608], [-0.257, -1.380, -1.243], [-0.372, -0.524, -0.846], [-0.493, -0.321, 1.073], [0.618, -0.743, -0.563], [0.329, 0.035, 0.268], [0.187, 0.205, -0.545], [0.226, -0.157, 0.016], [0.050, -0.023, 0.346], [-0.995, -0.190, -0.785]]
}